{
  "formula": "C54H124BN6",
  "method": "wB97M-V/def2-TZVPD",
  "symbols": ["N", "N", "N", "N", "N", "N", "C", "C", "C", "C", "C", "C", "C", "C", "C", "C", "C", "C", "C", "C", "C", "C", "C", "C", "C", "C", "C", "C", "C", "C", "C", "C", "C", "C", "C", "C", "C", "C", "C", "C", "C", "C", "C", "C", "C", "C", "C", "C", "C", "C", "C", "C", "C", "C", "C", "C", "C", "C", "C", "C", "B", "H", "H", "H", "H", "H", "H", "H", "H", "H", "H", "H", "H", "H", "H", "H", "H", "H", "H", "H", "H", "H", "H", "H", "H", "H", "H", "H", "H", "H", "H", "H", "H", "H", "H", "H", "H", "H", "H", "H", "H", "H", "H", "H", "H", "H", "H", "H", "H", "H", "H", "H", "H", "H", "H", "H", "H", "H", "H", "H", "H", "H", "H", "H", "H", "H", "H", "H", "H", "H", "H", "H", "H", "H", "H", "H", "H", "H", "H", "H", "H", "H", "H", "H", "H", "H", "H", "H", "H", "H", "H", "H", "H", "H", "H", "H", "H", "H", "H", "H", "H", "H", "H", "H", "H", "H", "H", "H", "H", "H", "H", "H", "H", "H", "H", "H", "H", "H", "H", "H", "H", "H", "H", "H", "H"],
  "positions_angstrom": [[2.669, 30.802, 6.526], [8.363, 24.502, 6.786], [4.333, 19.534, 5.077], [6.381, 23.787, 0.691], [0.167, 23.463, 2.894], [2.558, 24.487, 10.456], [0.206, 24.007, 9.340], [10.615, 24.116, 5.361], [1.064, 23.989, 10.619], [2.189, 16.897, 2.866], [2.271, 23.902, 7.953], [9.282, 24.949, 5.708], [1.572, 24.128, 2.868], [2.727, 30.957, 9.094], [0.607, 26.305, 4.022], [7.472, 23.711, 1.817], [3.334, 17.952, 2.988], [4.921, 27.495, 1.152], [3.861, 20.100, 6.441], [3.365, 24.141, 11.789], [-0.818, 25.669, 3.901], [5.170, 22.993, 1.270], [0.933, 29.588, 7.910], [4.552, 20.642, 4.046], [4.900, 20.844, 7.248], [1.174, 30.268, 6.547], [3.771, 29.623, 6.473], [1.189, 21.447, 1.594], [9.126, 24.475, 8.148], [1.356, 30.375, 9.178], [8.228, 26.803, 8.716], [3.181, 23.875, 9.196], [-0.039, 22.613, 4.200], [5.968, 25.242, 0.324], [7.091, 25.411, 6.868], [5.616, 18.747, 5.251], [7.906, 22.988, 6.417], [4.603, 27.611, 5.238], [1.679, 25.203, 4.045], [9.236, 23.766, -0.078], [6.768, 19.538, 6.038], [0.848, 23.269, 8.151], [7.473, 26.784, 7.424], [3.131, 25.139, 12.948], [3.210, 24.510, 14.345], [-0.950, 24.607, 2.804], [3.544, 28.748, 5.212], [5.304, 25.998, 1.438], [8.131, 23.672, -1.107], [2.523, 26.024, 10.253], [11.185, 24.661, 4.111], [6.192, 20.028, 7.379], [0.181, 22.627, 1.574], [1.023, 20.427, 0.476], [9.416, 25.928, 8.734], [6.811, 23.063, -0.559], [2.932, 31.716, 7.736], [2.843, 31.692, 5.285], [3.187, 18.537, 4.477], [8.791, 24.256, 1.355], [4.400, 23.854, 5.161], [6.810, 25.869, 0.029], [-0.331, 23.100, 5.130], [9.553, 25.977, 5.946], [7.428, 22.685, 2.182], [2.088, 32.477, 5.337], [3.117, 17.725, 5.200], [8.481, 23.048, -1.929], [1.714, 24.530, 1.864], [11.358, 24.161, 6.157], [-0.807, 25.100, 1.842], [3.851, 32.100, 5.356], [7.087, 24.349, 2.613], [7.612, 26.610, 9.594], [2.064, 24.911, 7.596], [7.680, 18.943, 6.072], [1.187, 20.939, 2.558], [0.036, 19.966, 0.452], [4.640, 27.060, 4.298], [0.647, 26.939, 4.908], [4.535, 21.082, 8.247], [5.657, 27.873, 5.336], [0.212, 23.401, 7.276], [6.498, 24.912, 7.634], [0.802, 27.043, 3.245], [4.346, 26.894, 6.018], [10.387, 25.061, 3.485], [7.194, 22.709, 7.195], [5.844, 26.024, 2.384], [4.119, 24.672, 5.807], [1.248, 22.984, 10.998], [4.198, 24.230, 9.028], [1.214, 29.632, 9.962], [5.907, 23.030, -1.167], [4.347, 25.600, 1.776], [5.322, 23.416, 5.507], [4.513, 24.224, 4.153], [4.238, 17.374, 2.797], [0.063, 25.064, 9.115], [3.604, 21.139, 3.841], [8.612, 25.010, 4.850], [3.933, 25.877, 12.984], [5.687, 28.229, 0.902], [0.664, 24.571, 11.449], [9.469, 23.847, 2.104], [8.468, 23.952, 8.841], [3.554, 23.189, 5.245], [2.562, 28.282, 5.128], [-1.572, 26.446, 3.770], [4.771, 23.482, 2.159], [-1.903, 24.083, 2.866], [10.296, 26.438, 8.341], [2.127, 26.196, 9.252], [3.722, 28.973, 7.346], [11.656, 23.811, 3.618], [2.449, 23.502, 3.034], [2.979, 20.736, 6.359], [3.506, 19.230, 6.992], [3.949, 32.107, 7.686], [-0.755, 23.592, 9.642], [0.373, 23.290, 0.730], [3.057, 23.117, 12.000], [1.172, 17.282, 2.942], [6.872, 20.695, 7.908], [3.697, 29.313, 4.292], [6.535, 25.268, 5.941], [1.227, 20.913, -0.478], [8.699, 22.270, 6.208], [0.942, 22.177, 4.390], [1.663, 24.626, 4.970], [-0.866, 22.329, 1.641], [3.293, 18.703, 2.200], [-0.100, 29.283, 8.081], [4.364, 23.185, 0.562], [-0.992, 25.197, 4.868], [4.383, 27.502, 0.204], [5.034, 21.861, 6.879], [7.939, 24.700, -1.416], [9.648, 25.864, 9.797], [2.659, 23.299, 7.132], [11.852, 25.489, 4.352], [5.183, 21.394, 4.522], [9.648, 22.758, -0.044], [4.433, 24.172, 11.572], [2.490, 23.714, 14.533], [1.458, 28.634, 7.873], [7.041, 20.436, 5.485], [2.823, 31.713, 9.873], [2.102, 25.486, 12.856], [2.681, 25.630, 4.017], [2.137, 21.973, 1.485], [3.461, 30.191, 9.342], [5.353, 25.101, -0.565], [5.931, 19.209, 8.050], [4.211, 24.125, 14.541], [8.806, 25.343, 1.439], [4.369, 28.002, 1.943], [3.296, 22.801, 9.344], [7.374, 23.108, 5.474], [0.909, 29.636, 5.700], [7.990, 27.391, 6.681], [2.267, 16.452, 1.874], [10.065, 23.934, 8.025], [3.080, 25.272, 15.112], [3.601, 26.183, 10.292], [2.073, 16.033, 3.521], [9.993, 24.413, -0.522], [5.379, 21.929, 1.381], [4.956, 20.325, 3.084], [1.732, 19.600, 0.513], [0.566, 31.171, 6.483], [8.471, 27.860, 8.825], [2.261, 19.107, 4.557], [5.898, 18.233, 4.332], [2.289, 32.592, 7.650], [10.321, 23.068, 5.311], [6.531, 27.323, 7.526], [0.979, 22.210, 8.375], [7.073, 22.050, -0.254], [0.566, 31.114, 9.306], [4.686, 30.210, 6.557], [1.929, 26.575, 10.982], [-0.646, 21.739, 3.961], [2.681, 31.101, 4.384], [5.336, 17.933, 5.920]],
  "e_homo_ha": [-0.833, -0.833],
  "molar_mass_da": 868.44,
  "s2": 0.75,
  "e_lumo_ev": [-11.91, -18.74],
  "multiplicity": 2,
  "total_charge": 6
}